Density functional theory data (ωB97M-V/def2-TZVPD) for C36H53N3O5PSiY as an isolated structure.

The energy above the lowest of the compared OMol25 structures with the same formula, charge and spin comes out at 8.1 kcal per mole. The calculation puts the frontier orbital gap at 7.66 eV. Its molar mass is 755.80 g/mol. As for the charge: +2.

Atoms and positions in Å:
Y -0.0280 -0.0003 -0.0411
C -3.0487 -1.1506 4.1007
N -2.9374 -1.4752 2.6992
C -2.6704 -2.8776 2.4637
C -2.3812 -0.5520 1.7438
O -1.0796 -0.9912 1.3220
C -2.1935 0.8957 2.3070
O -0.9155 1.4407 1.8920
C -0.0044 1.5319 2.9637
C 1.4049 1.3191 2.4615
O 1.5768 0.9157 1.2781
N 2.4013 1.5558 3.2847
C 3.7980 1.4000 2.8692
C 2.1653 2.0393 4.6576
H -3.6427 -1.9240 4.5892
H -3.5841 -0.2188 4.2905
H -2.0845 -1.1121 4.6367
H -3.5462 -3.4945 2.6807
H -1.8448 -3.2485 3.0850
H -2.3828 -3.0524 1.4300
H -2.2455 0.9056 3.3890
H -2.9554 1.5657 1.9175
H -0.2114 0.7646 3.7169
H -0.0864 2.5060 3.4530
H 3.8381 1.1067 1.8271
H 4.2733 0.6435 3.4911
H 4.3128 2.3499 3.0033
H 1.3786 1.4686 5.1433
H 1.9199 3.1004 4.6590
H 3.0818 1.8910 5.2211
C 2.1458 -3.1254 -1.5824
C 2.8406 -2.2378 -0.5576
C 2.1606 -2.3048 0.8051
C 3.0625 -0.8010 -1.0374
C 4.0553 -0.7116 -2.1851
O 3.4091 0.1589 -3.1430
C 2.1756 0.4190 -2.7155
N 1.8413 -0.0998 -1.5816
C 1.4460 1.3389 -3.6536
C 2.1373 1.6024 -4.8427
C 1.6533 2.4939 -5.7824
C 0.4666 3.1601 -5.5411
C -0.2322 2.9005 -4.3759
C 0.2190 1.9922 -3.4203
P -0.9576 1.7816 -2.0102
C -1.0447 3.4671 -1.3356
C -0.0490 3.8094 -0.4197
C 0.0460 5.1004 0.0786
C -0.8711 6.0627 -0.3212
C -1.8674 5.7356 -1.2321
C -1.9481 4.4479 -1.7424
C -2.5133 1.4433 -2.8836
C -3.7235 1.9206 -2.3884
C -4.9072 1.6948 -3.0785
C -4.8967 0.9649 -4.2566
C -3.6976 0.4548 -4.7414
C -2.5119 0.6985 -4.0640
H 2.2272 -4.1743 -1.2971
H 2.5711 -3.0331 -2.5834
H 1.0812 -2.8991 -1.6577
H 3.8533 -2.6306 -0.4115
H 1.1250 -1.9474 0.8067
H 2.6989 -1.7272 1.5566
H 2.0628 -3.3348 1.1472
H 3.4063 -0.2080 -0.1876
H 4.2412 -1.6616 -2.6804
H 4.9999 -0.2487 -1.9163
H 3.0747 1.1074 -5.0331
H 2.2128 2.6693 -6.6911
H 0.0765 3.8738 -6.2548
H -1.1705 3.4167 -4.2166
H 0.6990 3.0867 -0.1031
H 0.8369 5.3590 0.7708
H -0.8064 7.0704 0.0678
H -2.5774 6.4850 -1.5555
H -2.7198 4.2191 -2.4661
H -3.7522 2.4885 -1.4664
H -5.8384 2.0876 -2.6904
H -5.8171 0.7915 -4.7986
H -3.6810 -0.1092 -5.6646
H -1.5840 0.3391 -4.4959
C -5.6555 1.4634 0.7481
Si -5.1751 -0.3284 0.6142
C -5.9201 -1.2416 2.0280
C -5.7926 -1.1012 -0.9461
C -3.2754 -0.4759 0.4910
H -6.6834 1.5447 1.1121
H -5.6151 1.9762 -0.2157
H -5.0343 2.0258 1.4509
H -6.9990 -1.2952 1.8441
H -5.7723 -0.7438 2.9881
H -5.5393 -2.2605 2.1037
H -6.8058 -0.7675 -1.1864
H -5.8305 -2.1877 -0.8184
H -5.1533 -0.8804 -1.8029
H -3.1109 -1.4054 -0.0682
H -2.9543 0.3535 -0.1671
O -0.9776 -1.5286 -1.7680
H -1.7451 -2.0827 -1.5786
H -0.7557 -1.6564 -2.6975



Density functional theory data (ωB97M-V/def2-TZVPD) for a 7-piece molecular cluster, C36H54FN7O10S overall.

The structure (SMILES) is C=CCc1cc(S)c(CON=O)c2c1C(=O)c1cccc(F)c1C2=O.CN(C)C=O.CN(C)C=O.CN(C)C=O.CN(C)C=O.CN(C)C=O.CN(C)C=O. The calculation puts the frontier orbital gap at 5.67 eV. Its molar mass is 795.93 g/mol. As for the charge: 0.

Atoms and positions in Å:
C -2.0523 3.7751 1.7300
C -1.4297 2.6153 1.1587
C -2.1825 1.1984 0.9006
C -2.9623 1.1723 -0.4838
C -3.9330 2.3901 -0.7698
C -4.7681 2.5123 -2.0798
S -5.8763 3.9995 -2.2870
C -4.6027 1.3914 -3.1536
C -5.4776 1.5488 -4.4907
O -4.6945 1.9403 -5.6600
N -5.3617 1.3970 -6.7310
O -4.5975 1.0516 -7.5713
C -3.6337 0.2190 -2.8766
C -2.8046 0.0553 -1.5397
C -1.8756 -1.2079 -1.3480
O -0.8592 -1.3049 -0.6205
C -2.2298 -2.5139 -2.2302
C -1.7779 -3.9537 -1.8442
C -2.1282 -5.1692 -2.7800
C -2.9556 -5.0416 -4.0881
C -3.4061 -3.5907 -4.4736
F -4.1661 -3.4554 -5.6846
C -3.0309 -2.3963 -3.5746
C -3.4444 -0.8930 -3.9856
O -3.5553 -0.6965 -5.2372
H -2.2526 4.6951 1.0580
H -2.3736 3.8947 2.8251
H -0.3236 2.6698 0.8888
H -2.9415 1.0631 1.7607
H -1.3893 0.3958 1.0404
H -4.0934 3.2471 0.0018
H -7.1487 3.6958 -1.8245
H -5.8865 0.4908 -4.7135
H -6.3718 2.2450 -4.3772
H -1.1636 -4.1031 -0.9007
H -1.7538 -6.2159 -2.4767
H -3.2016 -5.9447 -4.7562
C 0.3535 -4.7993 -7.9232
N -0.6938 -5.7446 -7.5953
C -1.4634 -6.3415 -8.6700
C -0.9786 -6.0904 -6.3096
O -1.8451 -6.8773 -5.9678
H -0.0848 -3.9543 -8.4601
H 1.0926 -5.2930 -8.5597
H 0.8462 -4.4330 -7.0212
H -2.5193 -6.0959 -8.5338
H -1.3486 -7.4275 -8.6327
H -1.1223 -5.9697 -9.6371
H -0.3371 -5.5806 -5.5733
C 0.6197 1.4939 -4.5821
N 0.9121 1.4568 -3.1639
C 1.8167 0.4417 -2.6589
C 0.3635 2.3459 -2.2882
O 0.5675 2.3675 -1.0883
H 0.1703 0.5425 -4.8785
H 1.5511 1.6458 -5.1342
H -0.0718 2.3043 -4.8179
H 1.2929 -0.1691 -1.9192
H 2.6664 0.9284 -2.1734
H 2.1727 -0.1922 -3.4723
H -0.3078 3.0722 -2.7740
C -6.1142 7.1653 2.7977
N -5.3048 6.5203 1.7843
C -4.5334 7.3433 0.8715
C -5.2450 5.1671 1.6612
O -4.5844 4.5655 0.8316
H -6.8489 7.8104 2.3093
H -5.4672 7.7687 3.4394
H -6.6364 6.4278 3.4091
H -4.8488 7.1337 -0.1535
H -3.4745 7.0924 0.9705
H -4.6816 8.4012 1.0919
H -5.8658 4.6378 2.4009
C 4.0796 1.9873 3.9053
N 2.7020 2.4215 3.7734
C 1.9330 1.9752 2.6280
C 2.1078 3.2349 4.6911
O 0.9578 3.6344 4.6394
H 4.6441 2.3285 3.0332
H 4.1056 0.8967 3.9536
H 4.5344 2.3975 4.8096
H 1.5944 2.8470 2.0630
H 1.0575 1.4226 2.9785
H 2.5390 1.3343 1.9860
H 2.7801 3.5137 5.5191
C 8.4881 -1.4275 3.9914
N 7.1280 -0.9483 4.1200
C 6.6513 -0.5279 5.4261
C 6.2822 -0.8796 3.0543
O 5.1289 -0.4872 3.0949
H 8.6206 -2.3008 4.6356
H 9.1755 -0.6366 4.3024
H 8.7085 -1.7075 2.9599
H 5.7899 -1.1354 5.7040
H 6.3403 0.5187 5.3728
H 7.4344 -0.6395 6.1739
H 6.7439 -1.2217 2.1138
C 5.5218 -5.1107 8.3621
N 5.3831 -3.6987 8.0708
C 4.0744 -3.1784 7.7217
C 6.4437 -2.8429 8.1145
O 6.3935 -1.6489 7.8810
H 5.2129 -5.6872 7.4863
H 4.8813 -5.3641 9.2108
H 6.5554 -5.3598 8.6076
H 4.1209 -2.7284 6.7272
H 3.7916 -2.4071 8.4422
H 3.3311 -3.9766 7.7284
H 7.3882 -3.3396 8.3892



Density functional theory data (ωB97M-V/def2-TZVPD) for a 9-piece molecular cluster, C36H54O27 overall.

The structure (SMILES) is C[C@H]1COC(=O)O1.C[C@H]1COC(=O)O1.C[C@H]1COC(=O)O1.C[C@H]1COC(=O)O1.C[C@H]1COC(=O)O1.C[C@H]1COC(=O)O1.C[C@H]1COC(=O)O1.C[C@H]1COC(=O)O1.C[C@H]1COC(=O)O1. The energy above the lowest of the compared OMol25 structures with the same formula, charge and spin comes out at 83.0 kcal per mole. The calculation puts the frontier orbital gap at 9.80 eV. Its molar mass is 918.80 g/mol. As for the charge: 0.

Atoms and positions in Å:
C 4.9509 1.5421 -20.1141
C 4.9346 1.8935 -21.5238
C 3.7470 2.6434 -22.1544
O 4.4774 3.7456 -22.7420
C 5.8072 3.6951 -22.4785
O 6.5900 4.5696 -22.8109
O 6.1463 2.6073 -21.8136
H 4.1844 0.8156 -19.8444
H 4.5601 2.3466 -19.4912
H 5.9375 1.2875 -19.7269
H 4.9661 0.9485 -22.0662
H 3.0703 2.9521 -21.3576
H 3.2222 1.9955 -22.8565
C 8.8652 7.3515 -23.6121
C 9.4624 6.6804 -24.8051
C 10.2313 7.5221 -25.7769
O 11.5130 7.0009 -25.9156
C 11.6916 6.0277 -24.9632
O 12.7973 5.6615 -24.5744
O 10.4549 5.7996 -24.3901
H 8.1440 8.1406 -23.8248
H 9.6566 7.7946 -23.0076
H 8.3856 6.6296 -22.9512
H 8.7793 6.1304 -25.4524
H 10.2327 8.5416 -25.3912
H 9.6782 7.5797 -26.7144
C -0.9046 2.3283 -16.5423
C 0.3165 1.8792 -17.3357
C 0.3059 0.4180 -17.6026
O 0.6725 0.3199 -18.9941
C 0.5939 1.4961 -19.5687
O 0.8056 1.7561 -20.7217
O 0.2580 2.4544 -18.6616
H -1.8494 2.2181 -17.0746
H -0.8112 3.3595 -16.2018
H -1.0146 1.7022 -15.6569
H 1.2102 2.2736 -16.8522
H -0.6745 -0.0278 -17.4347
H 1.1342 0.0357 -17.0061
C 9.7185 -2.5668 -20.0930
C 8.6470 -1.7257 -19.3997
C 7.5633 -1.3357 -20.3996
O 6.4809 -2.0777 -19.9675
C 6.6749 -2.6071 -18.8019
O 5.7625 -3.0974 -18.0785
O 7.9977 -2.5505 -18.5234
H 10.4324 -2.8722 -19.3280
H 10.2727 -1.9637 -20.8122
H 9.2649 -3.4355 -20.5702
H 9.1627 -0.8622 -18.9794
H 7.7758 -1.6014 -21.4351
H 7.2581 -0.2900 -20.3616
C 3.8622 2.8083 -26.1445
C 3.6661 2.6140 -27.6534
C 2.3480 1.9849 -28.0427
O 2.0407 2.6877 -29.2405
C 2.7376 3.8555 -29.2235
O 2.5578 4.8030 -29.9937
O 3.6878 3.7933 -28.3131
H 4.8935 2.9952 -25.8450
H 3.5111 1.9307 -25.6017
H 3.3385 3.7187 -25.8529
H 4.3644 1.8797 -28.0551
H 1.5060 2.1809 -27.3788
H 2.3736 0.9175 -28.2620
C 7.9380 3.1617 -18.7431
C 9.0049 3.4312 -19.7886
C 9.3941 4.8546 -20.1350
O 10.7699 4.8348 -19.7431
C 11.1623 3.6616 -19.2996
O 12.3476 3.4228 -19.0692
O 10.1703 2.8521 -19.2038
H 8.2240 3.7637 -17.8806
H 7.8673 2.1142 -18.4501
H 6.9021 3.3787 -19.0039
H 8.7038 2.9141 -20.6997
H 8.8604 5.6251 -19.5786
H 9.2261 5.0294 -21.1977
C 5.3723 5.9584 -19.2632
C 5.5195 6.9005 -20.4532
C 5.0126 8.3408 -20.2042
O 6.1200 9.1384 -20.5879
C 7.1885 8.3857 -20.7882
O 8.3389 8.7045 -21.1100
O 6.8966 7.1025 -20.6613
H 6.0346 6.1591 -18.4211
H 5.5089 4.9422 -19.6330
H 4.3634 5.9244 -18.8520
H 5.0054 6.4552 -21.3050
H 4.8428 8.5885 -19.1564
H 4.1430 8.5097 -20.8393
C 4.9473 3.7766 -15.9915
C 4.1717 4.8585 -15.2776
C 4.9999 5.6076 -14.2336
O 5.0241 6.9110 -14.7896
C 4.2054 7.0277 -15.8461
O 3.9864 8.1145 -16.4371
O 3.8383 5.8143 -16.2539
H 5.9190 4.0596 -16.3963
H 4.3049 3.2554 -16.7013
H 5.2872 3.0659 -15.2381
H 3.3485 4.3908 -14.7375
H 6.0020 5.2931 -13.9421
H 4.3680 5.6513 -13.3465
C 2.4868 -2.4538 -19.2526
C 3.2179 -2.4897 -20.6726
C 2.7581 -3.5311 -21.6455
O 2.5978 -2.7453 -22.8535
C 2.7517 -1.4041 -22.5720
O 2.7758 -0.4856 -23.3353
O 3.0453 -1.2699 -21.2942
H 2.8160 -1.5372 -18.7632
H 2.7176 -3.3747 -18.7170
H 1.4151 -2.4744 -19.4506
H 4.2828 -2.6389 -20.4942
H 1.8592 -4.0607 -21.3300
H 3.5078 -4.2959 -21.8483



Density functional theory data (ωB97M-V/def2-TZVPD) for a 9-piece molecular cluster, C36H54O27 overall.

The energy above the lowest of the compared OMol25 structures with the same formula, charge and spin comes out at 58.6 kcal per mole. The calculation puts the frontier orbital gap (spin up / spin down) at 8.76 / 2.13 eV. Its expectation value of S² is 0.757. Its molar mass is 918.80 g/mol. As for the charge: +1. As for the spin multiplicity: 2.

Atoms and positions in Å:
C 3.5769 -8.6927 -0.4047
C 4.9916 -8.8909 -0.0028
C 5.1658 -10.3942 0.2135
O 6.6225 -10.3878 -0.0011
C 7.0045 -9.2668 -0.7508
O 8.1539 -8.9480 -1.0855
O 5.9658 -8.5022 -0.8895
H 3.5075 -8.9182 -1.4688
H 3.4100 -7.6188 -0.4882
H 2.8633 -9.0939 0.3149
H 5.2792 -8.4230 0.9387
H 4.6371 -11.0245 -0.5015
H 4.9112 -10.7298 1.2188
C 1.3736 -8.6188 -4.5577
C 2.5691 -7.8135 -5.2018
C 2.7728 -7.8313 -6.7215
O 3.1088 -6.4190 -6.9854
C 2.6860 -5.6320 -5.9357
O 2.7226 -4.4102 -5.8989
O 2.2914 -6.3830 -4.8660
H 1.6907 -9.6603 -4.6126
H 0.3738 -8.4833 -4.9700
H 1.2783 -8.3732 -3.5000
H 3.3927 -8.1954 -4.5987
H 1.8644 -8.0815 -7.2696
H 3.6310 -8.4339 -7.0189
C -2.8810 -17.9240 3.6587
C -3.6477 -16.5734 3.5048
C -3.0433 -15.3076 4.1958
O -3.0765 -14.3199 3.1828
C -3.4229 -14.8056 2.0366
O -3.5003 -14.2587 0.9757
O -3.7318 -16.1369 2.1430
H -2.5417 -18.2070 4.6552
H -1.9998 -17.9389 3.0174
H -3.4312 -18.7698 3.2466
H -4.6727 -16.7032 3.8520
H -2.0372 -15.5570 4.5331
H -3.6256 -15.0391 5.0773
C -8.4104 -12.7253 0.7543
C -7.1918 -13.4219 1.4078
C -6.5702 -12.7633 2.6123
O -6.5254 -13.9231 3.5223
C -7.2054 -14.9877 2.9237
O -7.4796 -16.0722 3.3756
O -7.6341 -14.6532 1.7986
H -9.3631 -13.2341 0.9008
H -8.3202 -12.5855 -0.3230
H -8.6546 -11.7129 1.0761
H -6.3377 -13.4257 0.7305
H -7.2575 -12.0905 3.1252
H -5.5794 -12.3092 2.5951
C -5.8480 -6.7295 5.0915
C -5.1311 -8.0072 5.6814
C -6.1936 -9.0428 6.2153
O -5.7214 -10.3278 5.7491
C -4.5651 -10.1150 4.9907
O -3.7505 -11.0255 4.6415
O -4.4390 -8.8360 4.7117
H -5.1327 -6.0508 4.6269
H -6.3920 -6.2580 5.9099
H -6.6243 -6.9307 4.3533
H -4.3763 -7.8769 6.4568
H -7.2265 -8.8884 5.9032
H -6.1092 -9.0982 7.3006
C -0.4913 -12.8221 -3.3969
C 1.0238 -13.3153 -3.2875
C 2.0714 -12.2079 -3.1336
O 2.8387 -12.6036 -2.0977
C 2.2811 -13.6047 -1.4341
O 2.5836 -13.8783 -0.2461
O 1.1495 -14.0796 -2.1179
H -0.7447 -12.1973 -2.5405
H -1.0774 -13.7411 -3.4020
H -0.6009 -12.0901 -4.1970
H 1.1659 -13.9716 -4.1460
H 1.5871 -11.2403 -3.0019
H 2.5890 -12.2099 -4.0928
C -2.4238 -10.9793 2.0068
C -1.8004 -11.0712 0.5935
C -2.4066 -10.1706 -0.4757
O -1.3580 -9.9788 -1.4175
C -0.1828 -10.0782 -0.6682
O 0.9544 -9.7686 -1.0416
O -0.4525 -10.7258 0.5617
H -2.6961 -9.9540 2.2573
H -1.6733 -11.3877 2.6836
H -3.3330 -11.5773 2.0685
H -2.0012 -12.0570 0.1741
H -2.7195 -9.2362 -0.0099
H -3.2903 -10.6530 -0.8933
C 1.3660 -10.3853 3.8145
C 1.0841 -11.8903 3.6630
C 2.2382 -12.8112 3.3804
O 2.2930 -13.6548 4.4807
C 1.2924 -13.4457 5.2523
O 1.2505 -13.8276 6.4087
O 0.5593 -12.3452 4.8217
H 0.4616 -9.8598 4.1213
H 1.8790 -9.9238 2.9707
H 2.1493 -10.2128 4.5526
H 0.2505 -11.9946 2.9685
H 3.0612 -12.1174 3.5520
H 2.3367 -13.3237 2.4235
C -8.5959 -7.5033 2.2384
C -8.3789 -8.6959 1.2149
C -7.9982 -8.2099 -0.1684
O -7.1038 -9.2225 -0.6919
C -6.6529 -9.8576 0.3329
O -5.8060 -10.7413 0.2456
O -7.1148 -9.2804 1.4510
H -9.5464 -6.9741 2.1708
H -7.7362 -6.8442 2.1172
H -8.5244 -7.9982 3.2068
H -9.2300 -9.3753 1.2606
H -7.4361 -7.2763 -0.1892
H -8.8507 -8.1522 -0.8451